A 9-piece molecular cluster, C21H60O9 overall in a non-equilibrium geometry, computed with ωB97M-V/def2-TZVPD.

Energy above the lowest of the compared OMol25 structures with the same formula, charge and spin: 0.0 kcal per mole
Energy: -1513.18676 a.u.
HOMO energy (alpha / beta): 0.30 / -7.13 eV

```
! wB97M-V def2-TZVPD RIJCOSX def2/J DEFGRID3
* xyz -1 2
C 1.00305 -2.08608 -4.01983
C 0.88901 -0.62779 -3.55982
O 2.16091 -0.08130 -3.28854
H 1.58699 -2.69114 -3.32628
H 1.40116 -2.08560 -5.03453
H -0.00841 -2.48034 -4.11773
H 0.27014 -0.58381 -2.66362
H 0.38212 -0.02498 -4.31332
H 2.57826 0.01072 -4.14816
C -3.86728 1.49590 -3.11079
C -2.34910 1.31622 -3.09731
O -1.93429 2.43738 -3.77161
H -4.42234 0.76155 -2.52706
H -4.34047 1.54972 -4.09124
H -4.09375 2.44517 -2.62529
H -2.13237 0.36845 -3.59012
H -1.93473 1.19008 -2.09706
H -1.63149 2.05342 -4.59774
C 2.33290 3.58827 -3.42956
C 1.08985 2.95451 -2.85333
O 1.47566 2.02591 -1.84867
H 2.16496 4.21617 -4.30457
H 3.00808 2.85857 -3.87650
H 2.77556 4.16877 -2.62011
H 0.56714 2.43444 -3.65607
H 0.39823 3.70932 -2.47913
H 1.84483 1.27465 -2.31870
O -0.50341 0.16581 0.23139
H -0.98809 0.76208 0.80214
H 0.24070 0.68205 -0.07852
C -0.47133 -2.08812 5.62074
C -0.24850 -1.84913 4.11455
C 0.77713 -0.84136 3.75976
O 0.25395 -3.09431 3.64235
H -1.07820 -2.98085 5.77178
H -1.03238 -1.28606 6.10036
H 0.43864 -2.32984 6.16993
H -1.14757 -1.62488 3.54054
H 0.88918 -0.73464 2.68079
H 1.72388 -1.06227 4.25268
H 0.45413 0.16793 4.01487
H 0.45327 -3.08376 2.70333
C 3.03365 -0.83358 0.42130
C 4.11463 -1.60207 -0.36677
C 3.67757 -2.97650 -0.84476
O 4.40571 -0.86770 -1.48415
H 2.87740 -1.22798 1.42536
H 2.08377 -0.87812 -0.11148
H 3.33846 0.19318 0.62368
H 4.98464 -1.78934 0.26260
H 2.68326 -2.98022 -1.29134
H 3.72083 -3.52884 0.09393
H 4.41911 -3.42402 -1.50654
H 3.58168 -0.75390 -1.96334
C -3.57944 -0.43576 1.78103
C -3.50412 0.83296 0.93531
C -4.87866 1.57294 0.99509
O -2.48204 1.66316 1.43478
H -4.30146 -1.17382 1.43168
H -3.86692 -0.11421 2.78205
H -2.64092 -0.98274 1.87087
H -3.24596 0.56145 -0.08829
H -4.85847 2.55880 0.53059
H -5.24078 1.70173 2.01508
H -5.68311 0.97190 0.57118
H -2.84872 2.07921 2.21841
C 1.87438 2.68240 2.13216
C 0.97916 3.69833 1.45640
C 0.56618 4.78839 2.43901
O 1.73863 4.39774 0.44825
H 2.70690 3.19618 2.61281
H 2.31859 1.98744 1.41956
H 1.30088 2.08652 2.84218
H 0.12669 3.19456 1.00077
H 1.41952 5.36119 2.80204
H -0.08649 4.44369 3.24107
H -0.11439 5.50800 1.98394
H 1.96130 3.74752 -0.22201
C 0.08721 -4.78591 0.19817
C -0.58463 -3.41244 0.03732
C -2.04925 -3.44001 0.52036
O 0.10774 -2.49048 0.88794
H 0.24466 -5.08058 1.23570
H 1.11668 -4.77498 -0.15986
H -0.38567 -5.63103 -0.30206
H -0.54981 -3.08743 -1.00250
H -2.58790 -4.28860 0.09863
H -2.49110 -2.46544 0.31279
H -2.19313 -3.57910 1.59184
H -0.27230 -1.62332 0.72919
*
```

C5H5N in the gas phase in a non-equilibrium geometry, computed with ωB97M-V/def2-TZVPD.

Energy above the lowest of the compared OMol25 structures with the same formula, charge and spin: 154.5 kcal per mole
Energy: -248.02883 a.u.
HOMO energy: -9.31 eV

```
! wB97M-V def2-TZVPD RIJCOSX def2/J DEFGRID3
* xyz 0 1
C -2.33029 0.08455 -0.13525
C -3.25032 0.89009 0.28579
C -0.86558 -0.17585 -0.37043
C 1.49986 -0.40465 0.40914
C 0.46657 0.49291 -0.26192
N -1.56242 -1.20474 -0.46317
H 2.24404 0.21017 0.59454
H 1.99843 -1.15131 -0.18446
H 0.98417 -0.87477 1.28329
H 0.67718 0.64981 -1.42628
H 0.13836 1.48379 0.26874
*
```

C16H18N2O3S in the gas phase, computed with ωB97M-V/def2-TZVPD.

Energy above the lowest of the compared OMol25 structures with the same formula, charge and spin: 39.4 kcal per mole
Energy: -1353.91672 a.u.
HOMO energy: -8.12 eV

```
! wB97M-V def2-TZVPD RIJCOSX def2/J DEFGRID3
* xyz 0 1
C 8.12188 1.37615 -0.04029
S 7.47972 -0.19970 0.59288
C 5.75068 -0.11857 0.28110
C 5.10906 0.96413 -0.30902
C 3.74486 0.92534 -0.50954
C 2.97868 -0.18251 -0.13535
C 1.55551 -0.16504 -0.37662
C 0.67324 -1.14234 -0.11843
C -0.74363 -0.96131 -0.42288
O -1.25015 0.02421 -0.91388
O -1.45831 -2.05779 -0.10531
C -2.85375 -1.93259 -0.32983
C -3.38853 -0.75902 0.50149
O -3.07069 -0.65086 1.67020
N -4.22305 0.11705 -0.09912
C -4.61503 0.05864 -1.48945
C -4.66972 1.24001 0.69814
C -5.96603 0.91635 1.46476
C -7.06098 0.66243 0.56725
N -7.91734 0.46870 -0.16544
C 3.64136 -1.26389 0.46047
C 4.99984 -1.23198 0.66485
H 7.68387 2.20441 0.50882
H 7.92431 1.45677 -1.10510
H 9.19293 1.34483 0.13394
H 5.66030 1.83917 -0.61409
H 3.25686 1.77286 -0.96906
H 1.16144 0.74225 -0.82029
H 0.93539 -2.09066 0.32108
H -3.03787 -1.81138 -1.39862
H -3.29421 -2.86317 0.03380
H -5.08931 -0.89512 -1.72634
H -3.74925 0.21483 -2.13813
H -5.34145 0.84416 -1.68355
H -4.81207 2.10716 0.05058
H -3.88761 1.45904 1.43034
H -6.22991 1.75585 2.11273
H -5.80041 0.03228 2.08606
H 3.08288 -2.13376 0.76692
H 5.50649 -2.06693 1.12492
*
```

A 2-piece molecular cluster, C7H17N2O5S overall in a non-equilibrium geometry, computed with ωB97M-V/def2-TZVPD.

Energy above the lowest of the compared OMol25 structures with the same formula, charge and spin: 0.0 kcal per mole
Energy: -1160.53467 a.u.
HOMO energy: -0.65 eV

```
! wB97M-V def2-TZVPD RIJCOSX def2/J DEFGRID3
* xyz -1 1
C 1.17442 0.12998 0.32862
N 0.17074 0.74645 -0.66371
C -0.46037 -0.37858 -1.40019
C -1.85204 -0.08354 -2.03634
C -2.32813 1.34593 -1.93883
N -3.00286 1.72378 -0.70802
O -2.21665 2.14257 -2.81245
C 0.84715 1.75121 -1.52861
S 2.39021 1.19135 -2.30590
O 2.16632 0.16873 -3.29093
O 2.92072 2.38822 -2.89561
H 1.47657 -0.86152 -0.00801
H 2.03381 0.77364 0.50555
H 0.62565 -0.04273 1.26176
H -0.48049 1.25868 -0.06151
H -0.59920 -1.17955 -0.67045
H 0.20728 -0.79240 -2.15409
H -1.80462 -0.37945 -3.08545
H -2.59035 -0.72066 -1.54237
H -2.60067 2.59751 -0.37616
H -3.94996 1.98037 -0.99223
H 1.07649 2.63961 -0.93370
H 0.20657 2.10008 -2.34435
H 3.28834 0.83022 -1.32234
O 0.33547 -3.99303 4.74125
C -0.09241 -2.77654 4.38273
C 0.92075 -2.06161 3.36707
O 0.49644 -0.82264 3.00478
H -0.22876 -2.03495 5.20998
H -1.08504 -2.73473 3.86050
H 1.04646 -2.79849 2.53526
H 1.90819 -2.10789 3.87374
*
```

A 7-piece molecular cluster, C6H23NO6 overall in a non-equilibrium geometry, computed with ωB97M-V/def2-TZVPD.

Energy above the lowest of the compared OMol25 structures with the same formula, charge and spin: 63.1 kcal per mole
Energy: -748.53159 a.u.
HOMO energy: -7.70 eV

```
! wB97M-V def2-TZVPD RIJCOSX def2/J DEFGRID3
* xyz 0 1
C -2.92703 -0.75227 2.36734
C -1.48629 -1.18100 2.39785
C -0.62191 -0.83511 1.45852
C 0.80808 -1.26122 1.34278
C 1.27304 -1.76771 -0.02379
C 2.21576 -1.05835 -0.64766
N 3.05707 -1.31934 -1.70424
H -3.13249 0.11266 1.73640
H -3.55172 -1.60475 2.07488
H -3.34855 -0.50983 3.33713
H -1.37750 -2.04525 3.04773
H -0.84769 -0.21257 0.60472
H 1.42552 -0.36271 1.49455
H 1.21286 -1.95318 2.08886
H 0.75058 -2.64211 -0.38131
H 2.43789 -0.07299 -0.25042
H 2.98486 -2.06452 -2.36834
H 3.85162 -0.71293 -1.69873
O -0.42989 -2.29809 -2.37601
H -0.27912 -1.97997 -1.47703
H -1.28879 -2.10169 -2.74875
O 3.45029 2.34207 -0.43780
H 2.53146 2.23670 -0.17234
H 3.91527 2.67839 0.33322
O -2.71435 -0.88454 -1.24902
H -2.07470 -0.14255 -1.26094
H -3.55805 -0.50363 -0.99430
O -1.42976 1.45284 -1.74248
H -0.47503 1.64878 -1.77094
H -1.82826 2.16262 -1.23300
O -0.18371 1.92318 1.78066
H -0.05388 1.10647 2.28341
H -0.72822 2.50188 2.32070
O 0.73728 3.04758 -1.90751
H 0.65991 3.25644 -2.84024
H 1.02549 3.79671 -1.38389
*
```